[1]
{
  "formula": "C6H17N2",
  "method": "ωB97M-V/def2-TZVPD",
  "symbols": ["N", "N", "C", "C", "C", "C", "C", "C", "H", "H", "H", "H", "H", "H", "H", "H", "H", "H", "H", "H", "H", "H", "H", "H", "H"],
  "xyz": [[-0.44, 0.56, -1.55], [-4.12, 1.13, -0.47], [2.57, -0.61, -0.93], [-1.65, 0.56, -0.65], [0.87, -0.39, 1.02], [2.28, -0.73, 0.57], [0.68, -0.61, 2.52], [-2.83, 1.01, -1.10], [-2.92, 1.45, -2.11], [-0.33, -0.31, 2.90], [-4.78, 0.62, -1.04], [0.71, 0.68, 0.82], [2.46, 0.47, -1.34], [2.97, -0.09, 1.16], [0.26, 1.22, -1.20], [-1.28, 0.49, 0.38], [0.12, -1.02, 0.46], [2.52, -1.75, 0.86], [1.35, 0.03, 3.11], [0.81, -1.64, 2.85], [-4.13, 0.71, 0.45], [1.95, -1.30, -1.51], [-0.69, 0.77, -2.51], [3.62, -0.88, -1.14], [0.02, -0.35, -1.56]],
  "homo_energy_ev": -13.6,
  "e_tot_ev": -9470.354,
  "gap_ev": 10.38,
  "charge": 1,
  "e_lumo_ev": -3.26
}

=====

[2]
{
  "formula": "C37H32BiF12NO5SSe2",
  "method": "ωB97M-V/def2-TZVPD",
  "symbols": ["Bi", "Se", "Se", "S", "F", "F", "F", "F", "F", "F", "F", "F", "F", "F", "F", "F", "O", "O", "O", "O", "O", "N", "C", "C", "C", "C", "C", "C", "C", "C", "C", "C", "C", "C", "C", "C", "C", "C", "C", "C", "C", "C", "C", "C", "C", "C", "C", "C", "C", "C", "C", "C", "C", "C", "C", "C", "C", "C", "C", "H", "H", "H", "H", "H", "H", "H", "H", "H", "H", "H", "H", "H", "H", "H", "H", "H", "H", "H", "H", "H", "H", "H", "H", "H", "H", "H", "H", "H", "H", "H", "H"],
  "xyz": [[0.47, -0.67, 1.01], [0.69, -3.33, 1.06], [0.95, -0.01, 3.80], [-0.10, 2.45, 0.93], [2.31, 2.17, -3.15], [3.93, 1.26, -0.99], [0.48, 1.06, -3.48], [-3.14, 0.50, 3.15], [-4.92, 0.24, 1.96], [-3.72, -2.25, 2.65], [4.40, 0.03, -2.69], [2.33, 0.36, -4.35], [-2.80, -3.04, 0.85], [-3.41, 1.67, 1.34], [-4.77, -2.14, 0.75], [3.91, -0.89, -0.78], [3.23, -1.77, 2.41], [0.71, -4.51, 5.64], [1.42, 0.80, -0.92], [-0.75, 2.57, 2.25], [-1.59, -0.81, 1.68], [-0.61, -1.07, -0.97], [-0.16, -3.05, -2.25], [-4.40, 0.17, -2.30], [2.89, -4.35, -4.08], [1.94, -3.45, -3.33], [1.60, 4.16, 2.23], [-4.12, 0.06, -0.95], [0.24, -1.77, -1.83], [3.57, 0.12, -1.61], [-2.17, -0.61, -2.74], [-1.03, 3.54, -0.18], [-2.80, -0.66, 1.07], [3.07, -2.90, 3.24], [2.70, 5.00, 2.35], [0.66, -3.87, -2.98], [-2.51, 5.15, -1.85], [3.55, 5.19, 1.27], [1.35, 3.55, 1.01], [-2.75, 5.18, -0.48], [1.39, -1.71, 4.75], [1.70, -2.97, 3.94], [-2.90, -0.38, -0.44], [1.53, -1.33, -2.19], [-3.57, 0.44, 1.89], [-3.40, -0.20, -3.19], [-1.56, 4.30, -2.39], [2.34, -2.19, -2.93], [-2.00, 4.36, 0.36], [2.20, 3.72, -0.06], [-1.86, -0.72, -1.36], [1.88, -4.13, 4.94], [1.79, 0.92, -3.23], [2.01, 0.12, -1.90], [3.30, 4.55, 0.07], [-3.54, -2.03, 1.33], [-5.75, 0.66, -2.78], [0.48, -3.31, 3.03], [-0.82, 3.47, -1.55], [0.18, -3.71, 5.77], [2.67, -3.85, 5.66], [0.11, -4.31, 3.26], [2.22, -5.03, 4.40], [3.33, -1.87, -3.23], [3.98, 4.68, -0.77], [-6.01, 0.20, -3.73], [-1.40, 4.26, -3.46], [-0.33, -2.60, 3.20], [0.33, -4.87, -3.27], [-5.74, 1.74, -2.92], [2.34, -5.12, -4.63], [3.19, -3.82, 2.66], [3.50, -3.78, -4.78], [3.57, -4.86, -3.38], [-1.14, -3.39, -1.94], [0.93, 3.96, 3.06], [4.41, 5.84, 1.38], [-3.52, 5.82, -0.07], [-1.39, -0.86, -3.45], [-3.59, -0.14, -4.26], [-6.53, 0.42, -2.06], [2.90, 5.48, 3.30], [-3.09, 5.80, -2.51], [0.49, -1.89, 5.36], [-0.10, 2.76, -1.95], [3.88, -1.96, 1.72], [3.85, -2.87, 4.02], [-2.16, 4.33, 1.43], [2.22, -1.49, 5.42], [2.02, 3.18, -0.98], [-4.92, 0.32, -0.26]],
  "homo_energy_ev": -1.4,
  "e_tot_ev": -230596.827,
  "gap_ev": 5.78,
  "charge": -2,
  "e_lumo_ev": 4.33
}

=====

[3]
{
  "formula": "C3H4BrIN2O2",
  "method": "ωB97M-V/def2-TZVPD",
  "symbols": ["I", "Br", "O", "O", "N", "N", "C", "C", "C", "H", "H", "H", "H"],
  "xyz": [[-2.76, -0.45, 0.20], [-0.27, 2.38, -0.62], [1.31, -1.17, -0.67], [0.58, 1.56, 2.08], [0.11, -0.12, -2.26], [0.11, -0.72, 1.99], [0.11, 0.57, 1.54], [0.56, -0.30, -1.02], [-0.23, 0.58, 0.01], [-0.30, 0.73, -2.35], [-0.09, -1.45, 1.30], [0.33, -0.69, -3.11], [0.54, -0.93, 2.91]],
  "homo_energy_ev": -9.7,
  "e_tot_ev": -88393.260,
  "gap_ev": 7.26,
  "e_lumo_ev": -2.40
}

=====

[4]
{
  "formula": "C5H8O",
  "method": "ωB97M-V/def2-TZVPD",
  "symbols": ["O", "C", "C", "C", "C", "C", "H", "H", "H", "H", "H", "H", "H", "H"],
  "xyz": [[1.83, 1.62, 1.00], [1.37, 0.72, 0.36], [-1.30, -0.42, 1.37], [-0.10, -0.53, 0.45], [-0.22, -0.09, -0.98], [1.13, 0.48, -1.26], [-1.00, 0.65, -1.10], [0.43, -1.47, 0.57], [-1.85, 0.51, 1.20], [-2.01, -1.25, 1.26], [1.11, 1.32, -1.94], [-0.96, -0.42, 2.41], [1.85, -0.27, -1.58], [-0.29, -0.84, -1.76]],
  "homo_energy_ev": -8.6,
  "e_tot_ev": -7360.031,
  "gap_ev": 9.72,
  "e_lumo_ev": 1.09
}

=====

[5]
{
  "formula": "CN2O2S",
  "method": "ωB97M-V/def2-TZVPD",
  "symbols": ["S", "O", "O", "N", "N", "C"],
  "xyz": [[-0.22, -2.09, 1.32], [-0.70, 1.43, -0.87], [-0.24, 3.19, 0.56], [1.14, -2.44, -0.92], [0.49, -2.33, 0.01], [-0.47, 2.25, -0.09]],
  "homo_energy_ev": -10.1,
  "e_tot_ev": -18947.090,
  "gap_ev": 10.38,
  "e_lumo_ev": 0.29,
  "smiles": "N#[N+][S-].O=C=O"
}

=====

[6]
{
  "formula": "C14H27N3O3",
  "method": "ωB97M-V/def2-TZVPD",
  "symbols": ["O", "O", "O", "N", "N", "N", "C", "C", "C", "C", "C", "C", "C", "C", "C", "C", "C", "C", "C", "C", "H", "H", "H", "H", "H", "H", "H", "H", "H", "H", "H", "H", "H", "H", "H", "H", "H", "H", "H", "H", "H", "H", "H", "H", "H", "H", "H"],
  "xyz": [[-0.83, 2.02, 4.16], [0.37, 0.78, -0.14], [-2.62, 0.92, 3.08], [2.97, 0.77, 0.60], [-1.61, -3.95, 3.73], [-3.74, 0.38, -1.65], [-1.72, -1.50, 3.28], [4.36, -1.01, -2.40], [-1.74, -0.13, 0.98], [5.39, 0.28, -0.45], [-0.19, 0.29, 1.10], [-1.99, 2.38, -3.95], [-2.44, -0.36, 2.42], [-0.99, 1.24, -4.05], [5.27, 0.14, -1.97], [-1.72, 1.14, 4.15], [-3.20, 1.35, -2.04], [-2.05, -2.97, 2.66], [-2.51, 2.59, -2.53], [4.03, 0.56, 0.14], [3.33, -0.85, -2.06], [4.71, -1.96, -1.99], [6.06, 1.10, -0.20], [-0.12, 1.42, -3.40], [-1.52, 3.30, -4.30], [0.42, -0.62, 1.43], [-2.83, 2.16, -4.62], [-0.13, 1.12, 1.89], [-3.22, 3.43, -2.51], [5.79, -0.64, -0.01], [1.26, 1.16, 0.10], [-3.19, -3.04, 2.51], [-0.62, 1.13, -5.07], [4.33, -1.09, -3.49], [-1.81, 0.52, 5.12], [4.90, 1.07, -2.40], [-0.58, -1.41, 3.20], [-1.87, -1.09, 0.36], [-1.54, -3.15, 1.66], [-2.34, 0.67, 0.40], [-1.68, 2.83, -1.85], [-2.08, -1.57, 4.37], [-1.30, -4.83, 3.31], [-3.49, -0.75, 2.17], [-1.43, 0.28, -3.76], [-2.35, -4.08, 4.42], [6.27, -0.03, -2.39]],
  "homo_energy_ev": -9.3,
  "e_tot_ev": -25566.023,
  "gap_ev": 9.92,
  "e_lumo_ev": 0.65,
  "smiles": "NCC[C@H](CCO)OC=O.CCCC#N.CCCC#N"
}

=====

[7]
{
  "formula": "C8H16IO16S4Ti",
  "method": "ωB97M-V/def2-TZVPD",
  "symbols": ["I", "Ti", "S", "S", "S", "S", "O", "O", "O", "O", "O", "O", "O", "O", "O", "O", "O", "O", "O", "O", "O", "O", "C", "C", "C", "C", "C", "C", "C", "C", "H", "H", "H", "H", "H", "H", "H", "H", "H", "H", "H", "H", "H", "H", "H", "H"],
  "xyz": [[1.39, -3.28, 0.22], [0.39, -0.59, 0.66], [2.18, 0.69, -2.21], [3.27, 0.97, 1.94], [-2.86, -2.28, -0.55], [-1.83, 1.90, 2.56], [3.35, 0.07, 3.06], [-3.99, -1.27, -1.18], [-4.01, -3.05, 0.35], [4.55, 0.84, 0.92], [3.64, 2.47, 2.44], [-1.33, 3.05, 3.26], [-2.89, 2.35, 1.39], [-2.36, -3.22, -1.51], [2.00, 1.04, 1.27], [-0.95, 0.87, 2.08], [2.05, 0.49, -3.81], [-1.96, -1.45, 0.22], [1.11, 0.01, -1.55], [-2.98, 1.20, 3.39], [2.40, 2.09, -1.98], [3.51, -0.22, -2.07], [5.04, 2.63, 2.33], [-5.22, -1.92, -1.32], [5.34, 2.04, 0.99], [-3.99, 0.59, 2.57], [3.73, -1.11, -3.15], [2.91, -0.55, -4.32], [-5.22, -3.15, -0.38], [-3.85, 1.31, 1.17], [4.80, -1.26, -3.29], [3.31, -2.05, -2.78], [-6.14, -3.26, 0.19], [-5.16, -4.09, -0.94], [-5.40, -2.18, -2.36], [-3.46, 0.56, 0.48], [3.44, -0.15, -5.19], [-4.93, 0.76, 3.08], [-3.69, -0.45, 2.54], [5.16, 2.75, 0.18], [5.30, 3.69, 2.31], [-6.04, -1.23, -1.06], [-4.73, 1.82, 0.80], [5.57, 2.15, 3.15], [6.36, 1.71, 0.82], [2.22, -1.30, -4.70]],
  "homo_energy_ev": [-3.9, -6.9],
  "e_tot_ev": -115866.408,
  "gap_ev": [4.09, 7.07],
  "e_lumo_ev": [0.18, 0.17],
  "spin_multiplicity": 4
}

=====

[8]
{
  "formula": "C33H80F9N6O17S3",
  "method": "ωB97M-V/def2-TZVPD",
  "symbols": ["S", "S", "S", "F", "F", "F", "F", "F", "F", "F", "F", "F", "O", "O", "O", "O", "O", "O", "O", "O", "O", "O", "O", "O", "O", "O", "O", "O", "O", "N", "N", "N", "N", "N", "N", "C", "C", "C", "C", "C", "C", "C", "C", "C", "C", "C", "C", "C", "C", "C", "C", "C", "C", "C", "C", "C", "C", "C", "C", "C", "C", "C", "C", "C", "C", "C", "C", "C", "H", "H", "H", "H", "H", "H", "H", "H", "H", "H", "H", "H", "H", "H", "H", "H", "H", "H", "H", "H", "H", "H", "H", "H", "H", "H", "H", "H", "H", "H", "H", "H", "H", "H", "H", "H", "H", "H", "H", "H", "H", "H", "H", "H", "H", "H", "H", "H", "H", "H", "H", "H", "H", "H", "H", "H", "H", "H", "H", "H", "H", "H", "H", "H", "H", "H", "H", "H", "H", "H", "H", "H", "H", "H", "H", "H", "H", "H", "H", "H"],
  "xyz": [[3.50, -5.50, -2.30], [0.99, -5.19, -1.51], [-0.38, -0.27, 0.09], [6.15, -5.38, -2.71], [1.42, -0.96, 2.05], [1.09, 1.17, 1.84], [0.89, -3.19, 0.15], [5.10, -3.93, -3.93], [5.45, -3.61, -1.83], [-0.23, -4.86, 0.90], [-0.45, -0.07, 2.83], [1.94, -4.78, 0.97], [-3.81, -3.47, 3.36], [-0.14, -4.54, -2.20], [2.64, 5.94, 2.16], [3.20, -6.18, -3.57], [-4.27, -3.93, -5.77], [3.84, -6.25, -1.13], [-5.64, 4.01, 1.42], [5.17, -0.47, 0.36], [0.73, -0.44, -0.84], [0.95, -6.64, -1.47], [-1.98, 4.61, 1.07], [-1.22, -1.51, 0.20], [1.14, -2.79, 6.07], [4.92, 3.67, 0.15], [-2.67, -0.38, -4.14], [0.92, 0.56, -3.33], [-1.20, 0.94, -0.10], [2.50, -4.44, -2.04], [5.42, 6.20, 1.60], [-1.47, -3.84, 4.73], [-4.05, 4.34, -0.91], [2.70, -1.65, -2.17], [-3.62, -2.80, -3.26], [3.87, -1.03, -0.07], [1.72, -1.58, 5.61], [-1.67, 4.23, -0.26], [1.08, -3.83, 5.10], [-2.75, 3.48, -0.99], [3.72, 2.99, -0.09], [3.81, -0.76, -1.58], [-5.06, -4.35, -6.83], [-1.53, -3.29, 3.32], [5.14, -4.52, -2.73], [2.38, -1.57, -3.66], [5.37, -0.55, 1.76], [-6.81, 4.84, 1.58], [3.41, 6.41, 3.28], [6.07, 4.84, 1.76], [-3.23, -4.20, -3.67], [1.35, 5.50, 2.56], [4.77, 6.97, 2.81], [0.86, -4.46, 0.27], [5.12, 3.74, 1.55], [1.95, -0.17, -4.08], [-2.55, -2.01, -2.51], [-2.32, 1.07, -4.28], [-0.20, -4.66, 5.10], [1.13, 1.99, -3.20], [-5.72, 3.02, 0.35], [0.47, -0.03, 1.81], [-5.09, -3.06, 3.86], [-1.74, -1.19, -3.47], [-2.82, -2.54, 3.18], [-5.42, 3.62, -1.03], [-4.25, -4.81, -4.68], [-2.29, 3.50, 1.91], [-3.01, -1.44, -1.71], [-4.49, -2.77, -2.74], [6.87, 4.84, 1.01], [-5.84, -3.79, 3.57], [-0.20, -5.65, 4.63], [-4.64, -5.26, -7.27], [2.88, 7.19, 3.83], [6.47, 4.77, 2.77], [-7.63, 4.26, 1.99], [2.02, 2.33, -2.68], [2.88, 0.39, -4.01], [-1.49, 5.09, -0.90], [-0.70, -2.61, 3.16], [-1.03, -0.58, -2.91], [5.39, 2.78, 1.99], [3.82, -2.08, 0.24], [-4.99, -3.59, -7.61], [-6.57, 5.56, 2.37], [5.23, -1.51, 2.25], [0.85, 4.86, 1.82], [3.25, -1.96, -4.19], [-6.94, 5.40, 0.65], [4.71, 6.27, 0.88], [5.47, 7.19, 3.62], [-2.20, 3.85, 2.94], [-5.13, -3.07, 4.95], [1.06, -0.98, 4.98], [-2.04, -2.85, -2.03], [-0.41, -4.85, 6.15], [4.78, -0.88, -2.06], [-5.37, 2.81, -1.75], [-4.00, 4.83, -0.02], [-5.13, 2.12, 0.54], [1.08, -3.54, 4.05], [1.86, -1.27, -1.75], [-6.12, -4.53, -6.64], [2.57, -2.62, -1.92], [1.90, -4.50, 5.34], [-1.11, -1.75, -4.17], [-4.05, 5.07, -1.61], [-2.96, 2.50, -0.57], [3.57, 2.05, 0.43], [-3.83, -2.19, -4.04], [-1.46, -4.14, 2.64], [-6.12, 4.37, -1.41], [-1.65, -3.10, 5.39], [1.13, 2.55, -4.14], [1.60, -2.33, -3.72], [2.69, -1.84, 5.20], [-2.25, -4.47, 4.86], [-0.72, 3.69, -0.34], [4.24, 3.98, 2.14], [-1.90, 1.57, -3.41], [4.65, 7.90, 2.25], [3.56, 0.29, -1.77], [1.38, 4.92, 3.47], [1.72, -0.17, -5.14], [-3.32, 3.19, 1.77], [6.14, 6.81, 1.23], [3.60, 2.68, -1.13], [3.68, 5.65, 4.01], [-2.25, -4.15, -4.14], [1.94, -1.05, 6.54], [-3.99, -5.79, -5.07], [6.42, -0.27, 1.93], [-2.94, -1.92, 2.29], [-3.20, 1.67, -4.49], [3.16, -0.38, 0.44], [-2.83, -1.78, 3.96], [4.65, 0.10, 2.25], [0.61, 6.29, 2.73], [0.26, 2.28, -2.61], [-5.23, -4.96, -4.22], [2.87, 3.66, 0.01], [-1.66, 1.23, -5.13], [-1.66, 2.62, 1.77], [-3.21, -4.78, -2.74], [-2.73, 3.37, -2.07], [-6.73, 2.62, 0.27], [-5.47, -2.14, 3.40]],
  "homo_energy_ev": -13.8,
  "e_tot_ev": -136196.777,
  "gap_ev": 7.99,
  "charge": 3,
  "e_lumo_ev": -5.77
}

=====

[9]
{
  "formula": "C23H20AuClFP",
  "method": "ωB97M-V/def2-TZVPD",
  "symbols": ["Au", "Cl", "P", "F", "C", "C", "C", "C", "C", "C", "C", "C", "C", "C", "C", "C", "C", "C", "C", "C", "C", "C", "C", "C", "C", "C", "C", "H", "H", "H", "H", "H", "H", "H", "H", "H", "H", "H", "H", "H", "H", "H", "H", "H", "H", "H", "H"],
  "xyz": [[1.96, 1.19, 1.50], [2.06, -0.82, 2.67], [0.31, -0.32, 0.01], [2.61, 0.38, -0.35], [-1.45, -0.46, 2.17], [-3.76, -0.25, 0.62], [0.92, 2.79, 2.92], [0.07, -4.36, -0.54], [2.28, 3.13, 2.52], [0.74, -2.07, -0.18], [0.61, -0.28, -2.75], [-2.51, -0.20, 0.01], [2.09, -2.48, -0.17], [1.41, -4.76, -0.54], [2.42, -3.81, -0.34], [-0.75, 2.14, -3.09], [-0.23, 1.46, -4.20], [0.05, 3.08, 1.82], [-1.34, -0.31, 0.78], [2.22, 3.50, 1.11], [-2.70, -0.52, 2.78], [-0.27, -3.02, -0.34], [-0.60, 1.60, -1.81], [0.84, 3.51, 0.72], [0.05, 0.37, -1.65], [0.45, 0.25, -4.03], [-3.86, -0.42, 2.01], [3.47, -4.10, -0.32], [-1.32, -2.71, -0.33], [-1.00, 2.13, -0.94], [-4.84, -0.48, 2.48], [-0.73, -5.09, -0.70], [-0.53, -0.55, 2.76], [-1.26, 3.09, -3.21], [0.46, 3.86, -0.24], [-2.45, -0.08, -1.08], [3.16, 3.16, 3.16], [2.86, -1.74, -0.01], [0.62, 2.49, 3.92], [-2.77, -0.65, 3.86], [-1.04, 3.03, 1.84], [0.86, -0.28, -4.89], [3.05, 3.87, 0.52], [1.18, -1.21, -2.61], [1.67, -5.80, -0.70], [-4.66, -0.16, 0.01], [-0.35, 1.88, -5.20]],
  "homo_energy_ev": [-7.4, -7.9],
  "e_tot_ev": -52394.025,
  "gap_ev": [7.98, 5.81],
  "e_lumo_ev": [0.58, -2.05],
  "spin_multiplicity": 3
}

=====

[10]
{
  "formula": "C2H3O2",
  "method": "ωB97M-V/def2-TZVPD",
  "symbols": ["O", "O", "C", "C", "H", "H", "H"],
  "xyz": [[-0.09, 1.08, 0.37], [-0.02, -0.79, -0.58], [-0.48, 0.35, -0.92], [0.47, -0.26, 0.63], [-1.22, 0.67, -1.55], [1.50, -0.43, 0.61], [-0.17, -0.62, 1.45]],
  "homo_energy_ev": -19.0,
  "e_tot_ev": -6206.194,
  "gap_ev": 11.74,
  "charge": 1,
  "e_lumo_ev": -7.30
}

=====

[11]
{
  "formula": "C8H9Cl2N",
  "method": "ωB97M-V/def2-TZVPD",
  "symbols": ["Cl", "Cl", "N", "C", "C", "C", "C", "C", "C", "C", "C", "H", "H", "H", "H", "H", "H", "H", "H", "H"],
  "xyz": [[-3.66, -1.48, -0.10], [-0.56, -2.54, -0.24], [2.01, -0.54, -1.25], [-1.84, 2.03, 0.00], [1.82, -0.98, 1.17], [-0.44, 1.68, -0.26], [-0.19, 0.22, -0.09], [-2.36, -0.40, -0.13], [1.31, -0.05, -0.11], [-2.72, 0.98, -0.05], [-1.05, -0.85, -0.21], [1.81, 0.85, -0.11], [0.20, 2.55, -0.21], [2.99, -0.20, -1.36], [2.97, -0.64, 1.41], [-1.99, 3.13, 0.01], [-3.80, 0.98, -0.11], [2.19, -1.57, -1.52], [1.35, -0.86, 2.22], [1.95, -2.32, 0.93]],
  "homo_energy_ev": -9.0,
  "e_tot_ev": -34973.516,
  "gap_ev": 9.64,
  "e_lumo_ev": 0.67
}